No. 1
Computed, not measured: a structure of composition C14H42BeNO17, with wB97M-V/def2-TZVPD.

```
75
Properties=species:S:1:pos:R:3:forces:R:3
O 4.879052 0.755987 -0.432435 0.470 0.358 0.094
O -1.343574 6.959107 1.120458 -0.148 -0.094 0.216
O 1.798161 -0.863365 4.475052 0.823 0.000 0.351
O 0.069154 2.208209 4.168240 1.374 0.779 0.289
O -1.614373 -1.219320 -3.586448 -0.041 0.656 1.896
O -6.090633 -3.334826 -1.073035 0.432 0.464 0.029
O -1.042245 -0.213488 -0.343770 -1.743 -1.757 -0.533
O 3.297267 -0.665003 -2.442274 -0.802 -0.647 0.218
O -1.699139 -5.560829 -2.034155 0.442 -0.575 -0.914
O 0.875771 -3.329876 2.853939 -0.433 -0.046 0.502
O -3.827943 -1.586808 -1.855749 1.130 1.230 -0.175
O -0.870385 1.377032 -3.700812 -1.620 0.131 1.103
O 0.826186 -4.472796 -1.006625 -1.183 0.096 -0.213
O -0.507986 1.806578 -0.639561 -0.261 0.145 -0.508
O 0.268544 0.789017 1.101568 -0.687 -1.014 -1.089
O -1.085310 4.105217 0.720559 -0.422 0.035 -0.180
O 1.804569 3.057509 1.947144 0.238 -0.467 0.196
N -0.399185 0.776864 0.075636 0.273 2.382 0.277
C 2.842115 0.202875 -1.389204 -0.297 0.476 -1.667
C 2.273724 2.707754 3.255571 -0.511 0.747 -0.739
C -0.371741 5.113831 0.039658 1.264 -0.373 0.106
C 3.683992 0.065887 -0.175352 0.000 -0.003 0.484
C 1.258147 3.058396 4.317324 -0.536 -0.500 -0.060
C -0.474299 -3.850635 -1.013419 0.461 1.320 -0.470
C 1.155158 -1.981741 2.534646 0.842 -0.136 -2.318
C -0.204134 -0.877150 -3.356203 -0.925 -0.033 -1.381
C -3.876492 -2.393919 -0.655263 -1.434 1.140 1.150
C -1.318036 -4.208515 -2.242057 -0.298 -1.135 1.438
C 2.353700 -1.472971 3.289763 -0.635 0.381 1.091
C -0.009567 0.364192 -4.167524 1.641 0.151 -0.676
C -0.085195 6.289610 0.968812 -0.981 0.610 -0.953
C -5.346932 -2.435912 -0.222733 0.007 -1.896 -0.235
Be -2.729621 0.591710 -2.117380 3.212 -2.650 0.387
H -0.779624 -4.091937 -3.186708 -0.058 0.249 -0.067
H 1.406609 -2.004863 1.468162 -0.059 -0.032 -0.098
H 1.210430 2.344002 1.683939 -0.180 0.363 -0.061
H 3.915606 -0.984296 0.028458 -0.313 -0.140 -0.045
H -4.126317 -2.121234 -2.601796 -0.054 0.189 -0.158
H 3.025209 -2.318925 3.461570 -0.191 -0.141 0.490
H 0.575011 4.692947 -0.320851 0.371 0.057 0.409
H 0.431940 1.319210 4.273871 -0.235 -0.180 0.060
H 3.145936 0.487903 0.679530 -0.025 0.064 0.050
H 3.752844 -0.230709 -3.165583 0.125 0.460 0.365
H -3.470328 -3.400503 -0.751127 -0.082 0.099 -0.510
H -0.888129 -6.056998 -2.199685 -0.195 -0.452 0.281
H -2.307327 -3.748448 -2.240532 0.562 0.807 -0.296
H -0.193653 0.259804 -5.238726 0.125 -0.472 0.008
H 1.738140 2.945863 5.292796 -0.201 -0.284 0.201
H -3.292312 -1.903729 0.124038 0.155 0.249 -0.248
H 0.277575 -1.339557 2.606596 0.116 0.116 0.352
H -0.603470 2.198522 -4.126852 -0.342 0.284 0.277
H -0.342126 -2.764906 -0.947533 0.024 0.158 -0.014
H -1.254713 7.716720 1.704428 0.117 -0.043 0.052
H 1.773332 0.056678 -1.212180 0.069 -0.777 0.269
H -5.353217 -2.833600 0.794574 -0.208 0.316 0.204
H 1.011084 0.723653 -4.006523 0.124 -0.156 -0.171
H 0.041605 -0.609092 -2.329927 -0.691 -0.564 0.186
H 3.183474 3.297807 3.369867 0.150 -0.276 0.346
H 5.344274 0.874547 0.400280 0.138 0.037 -0.071
H 1.290079 -1.530349 4.945458 0.093 -0.005 0.166
H -0.923277 3.302140 0.208291 -0.010 0.094 0.422
H -5.907777 -1.507499 -0.298936 0.503 0.277 0.203
H -1.035404 -4.121535 -0.121212 0.264 -0.417 0.031
H 0.587718 7.003796 0.486749 0.333 -0.269 -0.142
H -5.873310 -4.240495 -0.829845 -0.075 -0.048 0.001
H -0.844066 5.375373 -0.913069 -0.525 0.699 0.330
H 2.826659 1.227575 -1.769499 0.510 0.227 0.317
H 0.341836 6.007048 1.930977 -0.079 -0.436 -0.079
H 0.359609 -3.330166 3.666096 -0.027 -0.272 0.004
H 2.455707 1.631210 3.313074 0.380 -0.039 0.057
H 0.359937 -1.745222 -3.689861 0.490 0.346 0.040
H -1.685228 -1.745406 -4.388959 -0.052 0.115 -0.115
H 1.351880 -3.984371 -1.648653 0.214 -0.088 0.089
H 0.960783 4.103558 4.254125 -0.288 -0.106 -0.269
H 3.024253 -0.717138 2.880805 -0.627 0.222 -0.575
```
Forces are in eV/Å.

Summary:
**ΔE to the lowest compared entry with this formula, charge and spin**: 12.3 kcal/mol
**Energy**: -51879.1355 eV
**Gap between HOMO and LUMO**: 2.92 eV
**Max |F|**: 4.18 eV Å⁻¹
**Net charge**: +1


No. 2
Computed, not measured: a cluster of 8 separate species, C14H42ClO11S7 in total, with wB97M-V/def2-TZVPD.

```
75
Properties=species:S:1:pos:R:3:forces:R:3
Cl -10.494568 25.143481 -10.811833 0.602 -0.098 -1.747
S -9.661614 29.473125 -7.452298 0.019 -0.376 0.341
S -8.304440 21.324379 -11.235674 -0.547 0.201 -0.103
S -10.158811 28.358275 -15.555501 -0.916 0.589 1.084
S -13.594472 22.515975 -14.338086 -1.130 0.587 1.026
S -13.930882 23.062587 -8.385920 0.019 -0.849 0.360
S -4.926541 24.933253 -10.963247 -0.467 -0.715 -0.662
S -14.716522 28.117626 -12.543703 -0.380 -0.195 0.133
O -15.017930 29.483054 -12.010221 0.345 -0.426 0.069
O -4.166810 24.682959 -12.234340 -0.390 0.135 0.667
O -10.253909 26.528757 -10.510640 -0.431 0.095 0.104
O -11.899961 24.873783 -11.080436 0.384 0.198 1.111
O -10.492076 29.938226 -6.296495 0.033 -0.163 -0.620
O -14.643732 21.907039 -13.433509 0.667 0.301 -0.697
O -9.793875 24.782780 -12.037497 0.172 0.352 0.069
O -8.112119 19.838523 -11.204158 -0.273 0.462 0.135
O -9.941026 24.321836 -9.753148 -0.845 0.423 0.332
O -11.607021 28.646899 -15.244195 0.843 -0.004 -0.631
O -13.636142 23.351648 -6.945653 -0.063 -0.041 -0.424
C -10.054008 21.726970 -11.471620 0.107 0.344 -0.291
C -9.755532 27.651270 -7.523124 0.120 0.472 -0.507
C -8.271226 21.931349 -9.544096 0.608 -0.985 0.553
C -10.551891 29.702946 -9.002431 -0.907 0.152 0.041
C -9.270468 29.925072 -15.903097 0.008 -0.410 0.243
C -15.055105 21.604702 -8.391201 -0.046 0.053 0.464
C -12.049846 22.376243 -13.434374 0.361 -0.269 -0.679
C -15.287155 26.905692 -11.304689 -0.030 -0.473 -0.442
C -12.434699 22.199575 -9.028315 -0.676 0.729 0.167
C -9.463030 28.011221 -13.909615 0.068 -0.412 -0.222
C -5.119634 23.385028 -10.053528 0.521 -0.382 0.754
C -6.703021 24.914059 -11.345720 0.152 0.075 -0.859
C -13.737508 24.331434 -14.190190 0.142 0.452 0.210
C -12.955807 27.808050 -12.423328 0.726 0.176 0.700
H -9.909802 28.601468 -13.110276 -0.001 0.547 -0.390
H -9.072475 21.509476 -8.934090 -0.268 0.155 -0.281
H -15.683210 21.657005 -7.500145 0.101 0.400 0.017
H -12.621331 26.947518 -13.000381 -0.344 0.015 -0.228
H -10.909097 30.728564 -9.104429 0.471 0.136 0.134
H -12.681515 21.409390 -9.732460 -0.131 0.045 -0.055
H -5.285257 22.478101 -10.636492 -0.051 0.368 -0.543
H -9.919213 29.423323 -9.841737 0.086 -0.052 0.039
H -6.907492 24.086523 -12.029416 0.187 -0.170 0.177
H -8.377942 28.108863 -13.941349 -0.009 -0.115 0.123
H -12.612712 27.638120 -11.399512 -0.303 0.067 0.079
H -14.685177 26.806091 -10.402694 0.015 0.527 0.038
H -8.261666 23.016752 -9.500654 -0.027 -0.179 -0.076
H -6.983084 25.805302 -11.902253 -0.031 0.237 0.346
H -14.501252 20.671022 -8.297272 0.081 0.045 -0.294
H -12.256390 22.115776 -12.399443 -0.397 0.242 -0.123
H -12.448867 28.698849 -12.790731 -0.191 -0.019 -0.278
H -11.464391 29.102612 -8.999443 0.163 -0.204 0.005
H -9.491791 27.256745 -6.547408 -0.013 -0.007 0.020
H -15.303104 25.907503 -11.754501 0.116 0.129 -0.232
H -11.478713 21.564494 -13.894280 -0.363 -0.126 0.001
H -9.312444 30.631629 -15.076085 -0.130 -0.115 0.110
H -16.326910 27.161170 -11.109434 0.078 0.171 0.218
H -5.982158 23.520333 -9.403293 0.187 0.012 0.162
H -10.243782 22.737964 -11.100251 0.388 -0.572 0.089
H -10.732519 27.329281 -7.876702 -0.155 0.022 0.380
H -10.325828 21.791843 -12.524457 0.850 -0.634 0.474
H -7.274041 24.766859 -10.433111 -0.103 0.408 -0.065
H -12.983310 24.776813 -14.842863 -0.057 -0.058 -0.110
H -11.396929 23.247675 -13.493930 -0.356 0.263 0.069
H -7.360748 21.475054 -9.144991 0.139 0.348 0.025
H -14.720187 24.724948 -14.451346 -0.067 -0.515 -0.404
H -9.763518 26.990295 -13.660975 0.288 -0.108 -0.213
H -9.674815 30.388166 -16.799950 -0.141 -0.180 -0.034
H -9.055109 27.333356 -8.297492 0.158 -0.048 0.166
H -15.720083 21.627929 -9.252456 0.273 -0.086 -0.226
H -11.931110 21.815847 -8.143399 0.041 -0.036 -0.001
H -4.238703 23.203192 -9.436580 0.039 0.135 -0.020
H -8.238354 29.620625 -16.087981 0.020 0.107 -0.011
H -13.555711 24.716435 -13.183285 0.237 -0.561 0.160
H -11.876426 23.001789 -9.505237 0.238 -0.287 0.070
H -10.699642 21.033161 -10.938505 0.186 -0.303 0.000
```
Forces are in eV/Å.

Summary:
**ΔE to the lowest compared entry with this formula, charge and spin**: 25.2 kcal/mol
**Energy**: -126079.9265 eV
**Gap between HOMO and LUMO**: 8.70 eV
**Max |F|**: 1.85 eV Å⁻¹
**Net charge**: -1


No. 3
Computed, not measured: a structure of composition C14H42N3NaO6, with wB97M-V/def2-TZVPD.

```
66
Properties=species:S:1:pos:R:3:forces:R:3
Na -0.981065 0.181571 0.963218 0.121 -0.343 -0.452
O 3.487337 -1.706089 -2.266623 -1.425 0.409 0.692
O -2.756916 1.396922 2.064086 0.279 0.472 0.455
O 0.574256 -0.654225 3.432372 -0.724 0.075 -1.208
O 1.312873 2.899732 -3.238935 -1.236 0.786 -0.823
O -1.526610 -1.122378 -0.952385 -0.540 0.909 -0.096
O -0.113842 1.475955 2.412387 0.106 1.043 0.681
N -1.561455 -2.169084 1.622443 -0.550 1.323 0.677
N 1.591204 -0.364466 0.658500 -0.397 0.282 1.096
N -0.903002 2.417859 -0.290993 2.183 -0.043 -0.073
C -1.927990 -2.428164 -0.688484 -0.793 -1.717 -1.726
C 0.728358 -0.449457 4.785539 1.003 -0.551 0.306
C -0.007278 4.620983 -0.992980 -1.020 0.715 0.457
C -2.517902 -0.429500 -1.757646 0.244 -0.998 -0.568
C 2.517812 -1.795116 -1.197685 -0.351 1.306 -0.331
C 2.630570 -0.510614 -0.320626 1.585 -1.253 -0.658
C -1.341726 -3.072741 0.522286 -0.283 -0.676 1.208
C -0.445958 3.254064 -1.412221 -0.225 -1.775 -1.830
C 0.663445 2.378854 -2.065689 0.454 0.248 -1.006
C -1.979167 -4.472530 0.791346 -1.849 1.511 -2.313
C 3.512177 -2.926396 -2.953748 0.771 0.027 0.105
C -3.901860 1.527915 2.904147 0.620 -2.649 -0.150
C 4.045581 -0.538692 0.324818 -1.389 1.883 -0.735
C 0.381653 3.172758 -4.338641 0.100 0.741 0.986
H -3.868055 0.741815 3.705491 0.023 0.711 -0.312
H 0.272847 2.086251 3.053572 -0.184 -0.003 -0.325
H -3.526329 -0.374416 -1.219673 1.443 0.336 -0.550
H -0.621513 2.735692 -4.199159 0.523 -0.496 0.059
H 1.832695 0.425600 1.289480 -0.410 -0.392 -0.718
H -2.677701 -1.064680 -2.682122 0.034 0.804 0.749
H 2.591248 0.320010 -1.001886 -0.107 0.465 -0.393
H 0.313369 0.276299 3.028197 0.057 -0.643 -0.081
H 1.470716 -1.885808 -1.632233 1.085 -0.193 0.593
H -4.745164 1.220261 2.281594 -0.143 0.533 0.094
H -1.665276 2.891008 0.115404 -1.085 0.415 1.055
H 0.650412 4.489633 -0.123504 0.132 0.504 -0.321
H 4.291672 -2.808207 -3.686072 0.073 -0.017 -0.721
H 0.708968 -1.445123 5.235218 0.078 0.137 0.509
H 0.820852 2.826878 -5.285806 -0.082 0.209 0.432
H 1.748994 -0.025452 4.911597 -0.574 0.112 0.786
H 2.842811 -2.638967 -0.587409 -0.576 -0.409 0.163
H -0.108206 2.414436 0.425882 -1.615 -0.024 -0.823
H 4.028966 -1.324796 1.044087 0.445 -0.553 0.686
H 3.923925 -3.669067 -2.261089 -0.588 -0.539 -0.105
H -1.065697 -2.360365 2.451070 1.356 -0.317 0.882
H 2.551698 -3.208936 -3.433582 0.433 0.063 0.424
H -0.249072 -3.200699 0.356905 -0.540 0.261 0.304
H 1.609677 -1.126566 1.339767 -0.056 -0.118 -0.215
H -0.926492 5.188273 -0.674650 0.887 -0.437 -0.019
H -2.034655 0.532550 -2.055394 -0.831 -0.643 0.514
H -1.583319 -4.989301 1.586340 0.981 -0.592 2.357
H -4.025390 2.479521 3.361020 -0.111 0.973 0.150
H -1.818438 -5.182640 -0.011362 -0.121 0.077 -0.681
H -1.266364 3.342245 -2.201297 0.699 -0.148 1.120
H 0.133155 4.266856 -4.370374 0.625 -0.707 -0.166
H -3.029035 -2.486348 -0.710027 0.041 0.064 0.573
H -3.100394 -4.349866 0.926408 1.281 -0.178 -0.068
H -0.067513 0.157067 5.245970 0.275 0.100 -0.063
H -1.649799 -3.126882 -1.502962 0.031 0.478 -0.309
H 4.142699 0.467515 0.792708 0.384 -0.808 0.047
H 1.487301 2.205643 -1.361629 -0.240 0.083 0.043
H -2.504167 -2.016743 1.999572 0.008 -0.492 -1.071
H 4.787802 -0.651726 -0.452741 0.356 -0.181 0.065
H 0.417627 5.202275 -1.812645 0.384 -0.140 0.162
H 0.309369 1.401775 -2.422359 -0.543 0.016 0.789
H -1.884703 1.577797 2.533214 -0.512 -0.035 -0.305
```
Forces are in eV/Å.

Summary:
**Energy**: -36369.5500 eV
**Gap between HOMO and LUMO**: 8.92 eV
**Max |F|**: 3.32 eV Å⁻¹
**Net charge**: 0


For the records above, the corresponding LUMO level values read -8.298, 2.035, 0.173 eV.